{"formula": "C4H9N2", "method": "ωB97M-V with the def2-TZVPD basis set", "elements": ["C", "C", "C", "C", "N", "N", "H", "H", "H", "H", "H", "H", "H", "H", "H"], "coordinates": [[-1.830467, -0.035185, -0.517094], [-2.839132, 0.412603, 0.296060], [0.278706, -0.918514, -0.174742], [1.442771, 0.542850, 0.287725], [-0.873767, -0.506381, 0.320859], [2.780290, 0.257099, 0.042810], [-1.930470, -0.004778, -1.591549], [-2.746320, 0.276471, 1.308560], [-3.702142, 0.891597, 0.163345], [0.639922, -1.804963, 0.440068], [0.266718, -1.062105, -1.185765], [1.101448, 1.219725, -0.484733], [1.097609, 0.733307, 1.330368], [2.997545, 0.394061, -0.883522], [3.317289, -0.395792, 0.647615]], "atomic_forces_ev_per_a": [[-1.8, 0.9, 2.2], [2.5, -1.1, -1.0], [0.0, -1.7, 3.0], [1.5, -0.3, 0.3], [0.3, -0.1, -0.7], [-2.5, -0.7, 3.4], [0.8, -0.2, -0.3], [0.9, -0.6, 2.3], [-3.4, 1.8, -2.0], [0.3, 1.5, -0.6], [0.7, -0.2, -2.9], [-0.4, 0.2, 0.3], [0.5, -0.3, -1.0], [1.3, -0.1, -2.2], [-0.6, 0.9, -0.9]], "energy_ha": -266.916138, "e_above_lowest_kcal_mol": 114.93, "total_charge": 1}


{"formula": "C4H9N2", "method": "ωB97M-V with the def2-TZVPD basis set", "elements": ["C", "C", "N", "C", "C", "N", "H", "H", "H", "H", "H", "H", "H", "H", "H"], "coordinates": [[-1.529692, -0.760659, 0.502362], [-0.653916, -0.393451, -0.717473], [0.804455, -1.348310, -0.355674], [1.587482, -0.583118, 0.223942], [1.156415, 0.906978, 0.374491], [0.007972, 0.890472, -0.699569], [-1.788808, -1.761122, 0.608622], [-2.366031, -0.168928, 0.536069], [-0.944174, -0.473437, 1.282598], [-0.930420, -0.633550, -1.698441], [2.433634, -1.039470, 0.626296], [0.647649, 1.074421, 1.328624], [1.814246, 1.716534, -0.008932], [-0.641307, 1.615814, -0.404426], [0.402497, 0.957823, -1.598494]], "atomic_forces_ev_per_a": [[1.4, 1.3, -3.0], [3.2, -4.0, 2.9], [-3.7, 0.5, -1.7], [-1.0, 2.0, -0.1], [-0.6, -0.8, -1.8], [-0.3, 0.2, 3.0], [-0.2, -1.8, -0.3], [-2.4, 1.4, -0.1], [1.5, 0.5, 2.7], [-0.7, -0.5, -1.2], [1.7, -0.1, 0.8], [0.6, 0.3, -0.1], [-0.1, -0.7, 1.0], [0.0, 0.6, -0.7], [0.6, 1.1, -1.4]], "energy_ha": -266.991345, "e_above_lowest_kcal_mol": 67.73, "smiles": "C[C@@H]1N=CC[NH2+]1", "total_charge": 1}